No. 1
The following is a DFT calculation (wB97M-V/def2-TZVPD) of a structure of composition C47H51N6O3PZr.

Lowest unoccupied orbital energy ... -5.9 eV
Gap between HOMO and LUMO ... 7.5037 eV
HOMO level ... -13.45 eV
Calculated total energy ... -75208.919 eV

The geometry in ORCA input format:
```
! RIJCOSX wB97M-V def2-TZVPD def2/J DEFGRID3
* xyz 2 1
Zr 0.490 0.081 -0.199
N 0.902 -1.429 1.897
C -0.034 -2.377 2.459
C 0.191 -2.991 3.686
C -0.703 -3.930 4.169
C -1.834 -4.256 3.436
C -2.078 -3.634 2.228
C -1.179 -2.691 1.733
P -1.467 -1.834 0.141
C -3.244 -1.447 0.397
C -4.279 -1.843 -0.441
C -5.578 -1.448 -0.168
C -5.857 -0.666 0.938
C -4.832 -0.292 1.793
C -3.532 -0.673 1.522
C -1.466 -3.255 -1.014
C -1.918 -3.053 -2.319
C -1.828 -4.067 -3.256
C -1.260 -5.285 -2.911
C -0.794 -5.486 -1.621
C -0.891 -4.478 -0.677
H 1.160 -0.770 2.637
H 1.765 -1.930 1.667
H 1.075 -2.745 4.256
H -0.515 -4.412 5.115
H -2.520 -5.002 3.803
H -2.958 -3.881 1.653
H -4.082 -2.481 -1.288
H -6.374 -1.764 -0.823
H -6.873 -0.371 1.148
H -5.047 0.293 2.673
H -2.733 -0.398 2.206
H -2.332 -2.091 -2.592
H -2.198 -3.913 -4.259
H -1.177 -6.071 -3.644
H -0.353 -6.432 -1.349
H -0.518 -4.645 0.324
O 0.217 1.066 1.534
N -0.921 1.681 1.725
N -1.691 1.676 0.731
O -1.391 1.045 -0.366
C -2.904 2.385 0.820
C -3.776 2.370 -0.261
C -4.968 3.066 -0.174
C -5.278 3.775 0.977
C -4.395 3.792 2.049
C -3.200 3.104 1.977
H -3.499 1.823 -1.148
H -5.655 3.060 -1.004
H -6.202 4.330 1.036
H -4.642 4.348 2.940
H -2.495 3.127 2.792
C 2.743 0.878 3.509
C 3.546 -0.194 2.828
C 4.134 -1.204 3.575
C 4.965 -2.135 2.981
C 5.295 -1.994 1.647
C 4.748 -0.985 0.864
C 5.268 -0.797 -0.533
C 3.782 -0.148 1.444
N 2.996 0.719 0.647
C 3.406 1.887 0.326
C 4.690 2.503 0.772
C 2.513 2.675 -0.556
C 2.970 4.010 -1.031
N 1.395 2.132 -0.872
C 0.485 2.783 -1.743
C 0.527 2.433 -3.101
C 1.689 1.640 -3.635
C -0.439 2.957 -3.947
C -1.405 3.828 -3.472
C -1.380 4.230 -2.149
C -0.426 3.734 -1.269
C -0.324 4.310 0.115
H 2.401 0.540 4.483
H 1.888 1.202 2.916
H 3.377 1.749 3.678
H 3.947 -1.249 4.636
H 5.396 -2.931 3.566
H 6.005 -2.671 1.201
H 6.218 -1.313 -0.636
H 5.428 0.255 -0.754
H 4.600 -1.202 -1.290
H 5.221 1.833 1.445
H 4.499 3.443 1.289
H 5.333 2.726 -0.079
H 3.117 4.683 -0.189
H 2.253 4.456 -1.714
H 3.928 3.921 -1.540
H 2.022 0.872 -2.929
H 2.529 2.314 -3.812
H 1.437 1.184 -4.589
H -0.418 2.690 -4.993
H -2.148 4.230 -4.142
H -2.095 4.951 -1.781
H 0.233 5.245 0.055
H 0.191 3.651 0.810
H -1.309 4.545 0.512
N -0.081 -1.223 -4.226
C 0.287 -1.113 -2.953
O -0.177 -0.212 -2.224
C 1.302 -2.074 -2.407
C 1.818 -1.545 -1.056
H -0.770 -0.591 -4.606
H 0.271 -1.960 -4.816
H 2.092 -2.218 -3.159
H 0.823 -3.050 -2.288
H 2.727 -0.971 -1.289
H 2.148 -2.412 -0.468
*
```

No. 2
The following is a DFT calculation (wB97M-V/def2-TZVPD) of a structure of composition C47H54BMgN8O4P2.

Lowest unoccupied orbital energy ... -2.9 eV
Gap between HOMO and LUMO ... 3.8711 eV
HOMO level ... -6.77 eV
Calculated total energy ... -94420.454 eV

The geometry in ORCA input format:
```
! RIJCOSX wB97M-V def2-TZVPD def2/J DEFGRID3
* xyz 1 1
Mg 1.265 -3.330 -0.447
N 4.554 -2.610 1.986
C 4.081 -1.274 2.237
C 3.018 -1.142 1.408
N 2.799 -2.323 0.670
C 3.748 -3.206 1.061
C 3.595 -4.581 0.679
N 2.766 -4.910 -0.326
C 2.893 -6.275 -0.536
C 3.650 -6.838 0.459
N 4.136 -5.685 1.216
H 5.297 -3.085 2.464
H 4.732 -0.533 2.699
H 2.324 -0.313 1.270
H 2.415 -6.749 -1.384
H 3.981 -7.847 0.614
H 4.743 -5.767 2.010
O 2.157 -3.194 -2.281
C 1.542 -3.108 -3.577
C 0.198 -2.455 -3.317
C -0.748 -2.384 -4.357
C -1.954 -1.737 -4.086
C -2.259 -1.396 -2.738
C -1.314 -1.635 -1.755
N -0.155 -2.278 -1.982
H 3.120 -3.445 -2.337
H 1.436 -4.156 -3.985
H 2.058 -2.505 -4.389
H -0.523 -2.762 -5.346
H -2.773 -1.631 -4.823
H -3.250 -0.981 -2.510
H -1.544 -1.409 -0.691
C -0.219 -5.403 2.321
C -0.984 -4.188 1.945
C -2.188 -4.483 1.074
O -0.277 -3.153 1.038
B -0.857 -1.902 1.276
O -1.344 -1.924 2.543
C -1.309 -3.254 3.159
C -0.245 -3.190 4.207
C -2.680 -3.430 3.892
H -0.059 -6.104 1.527
H -0.681 -5.937 3.167
H 0.794 -5.150 2.670
H -1.923 -4.961 0.141
H -2.763 -3.562 0.796
H -2.887 -5.205 1.560
H 0.660 -2.621 3.809
H 0.009 -4.242 4.438
H -0.558 -2.725 5.116
H -3.464 -3.153 3.177
H -2.718 -2.782 4.787
H -2.910 -4.481 4.199
C 1.387 4.234 -0.574
P 1.124 2.498 -1.155
C 0.772 2.800 -2.911
C 1.338 3.849 -3.641
C 1.041 4.050 -4.985
C 0.071 3.278 -5.610
C -0.353 2.157 -4.910
C -0.131 1.996 -3.540
C -0.536 2.279 -0.466
C -1.641 3.092 -0.721
C -2.743 3.106 0.103
C -2.887 2.071 1.044
C -1.909 1.085 1.132
C -0.682 1.253 0.436
P 3.057 4.991 -0.605
C 2.896 6.483 0.393
C 1.712 7.184 0.708
C 1.777 8.362 1.468
C 2.982 8.739 2.115
C 4.145 7.975 1.932
C 4.070 6.902 1.023
C 3.839 3.747 0.455
C 3.488 3.428 1.761
C 4.286 2.566 2.509
C 5.433 2.037 1.949
C 5.674 2.240 0.588
C 4.871 3.088 -0.168
H 1.038 4.169 0.471
H 0.652 5.004 -0.996
H 2.024 4.564 -3.128
H 1.676 4.779 -5.518
H -0.329 3.474 -6.591
H -0.942 1.370 -5.346
H -0.644 1.184 -3.038
H -1.668 3.826 -1.554
H -3.441 3.949 0.119
H -3.635 1.996 1.807
H -2.085 0.140 1.643
H 0.071 0.464 0.537
H 0.779 7.102 0.163
H 0.900 8.957 1.533
H 2.971 9.655 2.726
H 5.088 8.195 2.460
H 5.026 6.421 0.898
H 2.569 3.890 2.125
H 3.888 2.387 3.550
H 6.101 1.438 2.538
H 6.486 1.717 0.061
H 5.140 3.327 -1.222
C -8.652 -0.568 -0.080
N -7.210 -0.654 -0.185
C -6.322 -1.056 0.916
C -4.951 -1.048 0.222
O -3.883 -1.305 0.756
N -5.130 -0.646 -1.117
C -6.463 -0.535 -1.303
N -7.020 -0.242 -2.502
H -9.008 -0.593 -1.112
H -9.037 0.315 0.421
H -9.087 -1.423 0.495
H -6.587 -2.071 1.307
H -6.447 -0.311 1.714
H -6.367 -0.109 -3.274
H -7.971 0.141 -2.568
*
```

No. 3
The following is a DFT calculation (wB97M-V/def2-TZVPD) of a structure of composition C47H58Cl2N8O4ScSi.

Lowest unoccupied orbital energy ... 1.6 eV
Gap between HOMO and LUMO ... 6.2683 eV
HOMO level ... -4.63 eV
Calculated total energy ... -123422.015 eV

The geometry in ORCA input format:
```
! RIJCOSX wB97M-V def2-TZVPD def2/J DEFGRID3
* xyz -1 1
Sc 0.024 -0.440 -0.215
Cl -0.958 -0.965 -5.141
C 0.114 0.230 -4.488
C 0.765 1.119 -5.357
C 1.649 2.042 -4.878
Cl 2.436 3.135 -5.985
C 1.940 2.115 -3.495
C 2.851 3.014 -2.903
C 3.062 2.964 -1.554
C 2.364 2.016 -0.785
N 1.502 1.173 -1.298
C 1.277 1.213 -2.637
C 0.324 0.253 -3.118
O -0.243 -0.541 -2.275
H 0.555 1.065 -6.416
H 3.374 3.728 -3.525
H 3.755 3.633 -1.064
H 2.525 1.963 0.281
O 0.367 1.158 1.580
C 1.247 0.854 2.667
C 1.940 -0.468 2.242
O 2.841 -0.923 2.925
O 1.476 -0.985 1.165
C 0.452 0.619 3.949
C 1.092 0.126 5.085
C 0.382 -0.051 6.260
C -0.970 0.268 6.322
C -1.604 0.765 5.197
C -0.894 0.940 4.015
C 2.241 1.992 2.900
C 3.587 1.913 2.556
C 4.421 3.010 2.729
C 3.929 4.194 3.257
C 2.594 4.272 3.628
C 1.762 3.176 3.457
H 0.202 2.115 1.437
H 2.140 -0.134 5.029
H 0.886 -0.447 7.133
H -1.523 0.122 7.241
H -2.661 1.000 5.224
H -1.397 1.306 3.130
H 3.986 0.988 2.164
H 5.465 2.932 2.453
H 4.582 5.047 3.390
H 2.201 5.185 4.058
H 0.727 3.235 3.772
C 3.087 -3.013 -4.395
C 2.874 -3.271 -2.906
C 4.211 -3.236 -2.171
C 2.205 -4.635 -2.713
N 2.054 -2.139 -2.441
N 1.624 -2.166 -1.090
H 3.712 -3.791 -4.835
H 3.566 -2.045 -4.545
H 2.130 -3.005 -4.923
H 4.883 -4.000 -2.568
H 4.084 -3.430 -1.105
H 4.680 -2.259 -2.292
H 2.833 -5.424 -3.131
H 1.236 -4.665 -3.213
H 2.053 -4.870 -1.657
H 1.211 -2.064 -3.001
H 2.398 -1.955 -0.473
H 1.235 -3.068 -0.818
N 0.696 8.521 1.886
C 0.110 7.535 1.815
C -0.620 6.303 1.726
C -1.973 6.241 2.049
C -2.614 5.022 1.952
C -1.881 3.915 1.547
N -0.584 3.968 1.247
C 0.031 5.139 1.328
H -2.499 7.132 2.362
H -3.665 4.921 2.180
H -2.350 2.943 1.452
H 1.083 5.161 1.073
C -0.703 -2.919 3.138
C -1.309 -3.702 1.961
C -2.336 -4.691 2.531
C -0.153 -4.543 1.400
Si -1.979 -2.451 0.576
C -2.411 -3.507 -1.044
C -1.129 -3.895 -1.788
C -3.212 -4.799 -0.837
C -3.188 -2.613 -2.022
C -3.703 -1.727 1.245
C -4.115 -0.486 0.441
C -4.896 -2.692 1.239
C -3.525 -1.227 2.682
H -0.321 -3.625 3.887
H -1.417 -2.267 3.640
H 0.139 -2.308 2.809
H -1.830 -5.396 3.204
H -2.832 -5.276 1.756
H -3.108 -4.193 3.117
H 0.295 -5.132 2.211
H 0.643 -3.912 0.996
H -0.473 -5.242 0.627
H -0.476 -4.535 -1.194
H -0.576 -3.010 -2.105
H -1.389 -4.456 -2.697
H -2.640 -5.548 -0.287
H -3.458 -5.238 -1.814
H -4.148 -4.638 -0.305
H -2.685 -1.656 -2.184
H -4.205 -2.416 -1.687
H -3.258 -3.111 -2.998
H -4.283 -0.688 -0.616
H -3.356 0.293 0.508
H -5.052 -0.084 0.851
H -5.195 -2.972 0.229
H -5.762 -2.200 1.703
H -4.703 -3.607 1.799
H -2.656 -0.577 2.769
H -3.410 -2.033 3.406
H -4.408 -0.645 2.981
N -1.366 1.240 -0.390
C -1.954 2.055 -0.990
N -2.544 3.076 -1.488
C -3.486 2.925 -2.412
N -4.315 2.904 -3.218
*
```

Largest force on an atom for the records above, in order: 2.76; 3.76; 0.36 eV/Å
Energy above the lowest of the compared OMol25 structures with the same formula, charge and spin for the records above, in order: 100.3; 272.6; 16.4 kJ/mol